# 1
DFT (wB97M-V/def2-TZVPD) results for a cluster of 2 separate species, C8H8N2S2 in total at a distorted geometry.

Each line ends with the natural charge from an NBO analysis.
Positions of all 20 atoms, in Å:
C (-2.925, -0.194, -0.863)  -0.196
N (2.554, 0.368, -1.825)  -0.236
S (1.795, 1.442, 0.343)  0.319
H (-3.647, -0.592, -1.579)  0.215
N (1.297, 0.037, -1.786)  -0.256
H (-1.212, -0.240, -2.309)  0.240
H (-4.285, 0.084, 0.658)  0.208
H (-0.394, 0.998, 1.568)  0.203
C (0.681, 0.563, -0.731)  0.062
S (3.725, -2.164, 1.054)  -0.304
C (-1.643, -0.051, -1.380)  -0.162
C (-1.127, 0.800, 0.876)  -0.186
H (3.985, 1.266, -0.765)  0.209
H (3.838, -1.628, 2.306)  0.145
H (3.610, -3.475, 1.549)  0.159
C (-0.736, 0.445, -0.413)  -0.111
C (-2.422, 0.564, 1.361)  -0.183
H (-2.841, 0.668, 2.359)  0.225
C (-3.264, 0.092, 0.418)  -0.216
C (3.013, 1.017, -0.840)  -0.134

## Properties
LUMO	0.017	eV
energy above the lowest of the compared OMol25 structures with the same formula, charge and spin	45.12	kcal/mol
E	-33074.6734	eV
spin multiplicity	1
max |F|	0.0774	hartree/bohr

---

# 2
DFT (wB97M-V/def2-TZVPD) results for a cluster of 2 separate species, C4H13N2 in total.

Each line ends with the natural charge from an NBO analysis.
Positions of all 19 atoms, in Å:
H (-0.357, -0.121, 2.009)  0.253
C (0.483, -0.411, -1.136)  -0.437
H (-0.042, -1.228, -0.621)  0.177
H (-3.591, 1.053, 1.707)  0.230
C (-0.925, 0.800, 1.900)  -0.434
H (-1.513, 0.971, 2.796)  0.236
N (1.646, -0.912, -1.826)  -0.598
C (-3.100, 0.741, 0.795)  0.136
H (3.030, -0.039, -0.450)  0.164
H (2.644, -1.758, -0.183)  0.195
H (3.681, -1.272, -1.539)  0.223
H (-0.255, 1.631, 1.700)  0.255
C (2.816, -0.997, -0.943)  -0.418
H (1.877, -0.284, -2.578)  0.362
H (-0.215, 0.095, -1.813)  0.199
H (-3.646, 0.571, -0.125)  0.237
N (-1.834, 0.626, 0.763)  -0.380
H (0.745, 0.358, -0.383)  0.144
H (-1.445, 0.175, -0.072)  0.455

## Properties
LUMO	-5.274	eV
net charge	+1
energy above the lowest of the compared OMol25 structures with the same formula, charge and spin	57.72	kcal/mol
E	-7330.9842	eV
spin multiplicity	1
max |F|	0.0186	hartree/bohr

---

# 3
DFT (wB97M-V/def2-TZVPD) results for the molecule C6H16N2 at a distorted geometry.

Each line ends with the natural charge from an NBO analysis.
Positions of all 24 atoms, in Å:
H (-0.600, -2.135, 1.178)  0.229
H (-2.352, -2.356, 0.450)  0.219
H (0.584, 0.520, 1.290)  0.186
C (-0.030, -1.019, -1.677)  -0.426
H (-2.032, -1.768, 2.111)  0.231
N (3.210, 1.125, -0.454)  -0.828
H (-2.312, -0.331, -0.655)  0.211
H (-0.096, -0.576, -2.697)  0.187
H (3.630, 1.646, 0.369)  0.340
H (1.483, -0.685, 0.494)  0.176
H (-0.983, 1.139, 1.908)  0.211
C (-1.590, -0.332, 0.210)  -0.055
H (1.645, 1.058, -1.582)  0.190
H (1.286, 2.271, -0.256)  0.174
C (0.893, 0.199, 0.183)  -0.231
C (-1.619, -1.636, 0.996)  -0.678
C (1.765, 1.294, -0.512)  -0.227
H (-2.768, 0.763, 1.805)  0.222
H (-1.717, 1.865, 0.836)  0.227
C (-1.843, 0.858, 1.165)  -0.645
N (-0.258, -0.062, -0.626)  -0.462
H (-0.863, -1.769, -1.615)  0.194
H (3.706, 1.519, -1.176)  0.355
H (0.863, -1.589, -1.744)  0.200

## Properties
LUMO	1.054	eV
energy above the lowest of the compared OMol25 structures with the same formula, charge and spin	73.58	kcal/mol
E	-9458.8836	eV
spin multiplicity	1
max |F|	0.0963	hartree/bohr

---

# 4
DFT (wB97M-V/def2-TZVPD) results for the molecule C5H8O2.

Each line ends with the natural charge from an NBO analysis.
Positions of all 15 atoms, in Å:
C (-0.651, -1.065, -0.585)  -0.198
H (0.433, 1.574, -2.512)  0.204
C (0.010, -1.354, 0.742)  -0.460
H (1.792, -0.179, 0.372)  0.169
C (1.055, -0.326, 1.175)  -0.062
H (-0.777, -1.381, 1.509)  0.225
C (-0.361, -0.022, -1.321)  -0.094
C (-0.239, 1.211, -1.743)  0.050
O (-1.004, 2.223, -1.205)  -0.685
H (1.590, -0.713, 2.049)  0.182
H (-1.670, 1.796, -0.644)  0.482
H (-1.435, -1.749, -0.914)  0.217
H (0.315, 1.435, 0.785)  0.475
O (0.485, 0.906, 1.576)  -0.724
H (0.457, -2.356, 0.716)  0.218

## Properties
LUMO	0.833	eV
energy above the lowest of the compared OMol25 structures with the same formula, charge and spin	54.47	kcal/mol
E	-9407.4702	eV
spin multiplicity	1
max |F|	0.0080	hartree/bohr

---

# 5
DFT (wB97M-V/def2-TZVPD) results for a structure of composition C3H2O3Rh at a distorted geometry.

Each line ends with the natural charge from an NBO analysis.
Positions of all 9 atoms, in Å:
O (-0.645, -0.106, -0.674)  -0.339
C (0.013, 1.668, -0.061)  -0.242
H (0.463, 2.085, -0.968)  0.412
C (-0.119, -1.014, -0.071)  1.004
Rh (-0.692, -3.885, -0.581)  1.692
C (0.918, 1.261, 0.919)  0.686
O (1.080, 0.048, 1.149)  0.024
O (-0.120, -2.206, -0.025)  -0.648
H (-0.896, 2.149, 0.312)  0.411

## Properties
LUMO (spin up / spin down)	-15.438 / -21.664	eV
net charge	+3
<S²>	6.04
energy above the lowest of the compared OMol25 structures with the same formula, charge and spin	168.99	kcal/mol
E	-12243.7599	eV
spin multiplicity	5
max |F|	0.1169	hartree/bohr

---

# 6
DFT (wB97M-V/def2-TZVPD) results for the molecule C5H9NO3 at a distorted geometry.

Each line ends with the natural charge from an NBO analysis.
Positions of all 18 atoms, in Å:
H (2.450, -0.139, -1.935)  0.224
H (0.497, 1.651, 0.925)  0.507
H (-2.472, -0.360, -1.047)  0.220
C (-0.925, 0.305, 0.348)  0.359
H (-2.327, 1.363, -0.648)  0.226
O (2.091, -0.941, 0.286)  -0.387
C (-2.376, 0.353, -0.184)  -0.671
C (1.092, -1.076, 1.243)  -0.127
H (1.135, -2.141, 1.650)  0.217
C (2.361, 0.703, -1.284)  -0.194
H (1.235, -0.363, 1.993)  0.199
H (-3.288, 0.262, 0.477)  0.235
N (2.316, 0.516, -0.015)  0.335
H (-0.817, -1.789, 0.134)  0.209
C (-0.289, -0.859, 0.575)  -0.388
H (2.833, 1.732, -1.758)  0.223
O (2.330, 1.272, 0.940)  -0.475
O (-0.504, 1.547, 0.622)  -0.712

## Properties
LUMO	0.488	eV
energy above the lowest of the compared OMol25 structures with the same formula, charge and spin	150.04	kcal/mol
E	-12958.1999	eV
spin multiplicity	1
max |F|	0.0833	hartree/bohr

---

# 7
DFT (wB97M-V/def2-TZVPD) results for the ion C3H10N2 with charge +1 at a distorted geometry.

Each line ends with the natural charge from an NBO analysis.
Positions of all 15 atoms, in Å:
H (0.237, -1.788, 1.914)  0.417
C (-1.031, -0.872, 0.592)  -0.297
N (1.197, 1.359, -1.737)  -0.776
H (-0.793, 0.952, -1.504)  0.194
C (0.068, 1.104, -0.849)  -0.219
H (1.979, 0.764, -1.460)  0.354
H (-1.445, -1.764, 2.380)  0.425
H (0.805, -0.858, -0.676)  0.227
N (-0.662, -1.308, 1.906)  -0.302
H (-0.270, 1.911, -0.179)  0.200
H (1.593, 2.268, -1.495)  0.375
H (0.992, -0.005, 0.854)  0.215
H (-1.914, -0.239, 0.474)  0.274
C (0.298, -0.181, 0.022)  -0.408
H (-1.079, -1.764, -0.051)  0.322

## Properties
LUMO (spin up / spin down)	-3.599 / -9.038	eV
net charge	+1
<S²>	0.75
energy above the lowest of the compared OMol25 structures with the same formula, charge and spin	29.94	kcal/mol
E	-6243.5311	eV
spin multiplicity	2
max |F|	0.0623	hartree/bohr

---

# 8
DFT (wB97M-V/def2-TZVPD) results for a structure of composition C3H3N3O2 at a distorted geometry.

Each line ends with the natural charge from an NBO analysis.
Positions of all 11 atoms, in Å:
O (-1.903, -1.758, 0.179)  -0.640
O (-0.222, -1.835, 1.838)  -0.570
N (0.586, 0.954, -1.815)  -0.024
N (1.190, 1.415, -0.581)  -0.395
H (2.170, 1.791, -0.687)  0.433
H (-2.571, -0.846, -0.319)  0.529
H (1.431, 0.943, 1.397)  0.263
C (-0.838, -1.303, 0.796)  0.745
C (0.586, 0.879, 0.552)  -0.027
C (-0.205, -0.178, 0.063)  -0.107
N (-0.226, -0.062, -1.424)  -0.207

## Properties
LUMO	-0.216	eV
energy above the lowest of the compared OMol25 structures with the same formula, charge and spin	122.18	kcal/mol
E	-11720.6587	eV
spin multiplicity	1
max |F|	0.1383	hartree/bohr

---

# 9
DFT (wB97M-V/def2-TZVPD) results for a cluster of 2 separate species, C3H11NOS in total at a distorted geometry.

Each line ends with the natural charge from an NBO analysis.
Positions of all 17 atoms, in Å:
H (1.535, -0.370, 0.502)  0.476
H (0.490, -0.089, 2.618)  0.142
H (-0.227, 1.235, -0.092)  0.208
H (-1.603, -0.601, -2.068)  0.206
H (-0.917, -0.354, 0.334)  0.204
H (-0.978, 1.023, -2.413)  0.210
C (-0.472, 0.238, -0.464)  -0.232
C (1.526, -0.449, 2.543)  -0.241
S (-2.990, 1.114, -1.074)  -0.046
H (1.424, 0.227, -1.363)  0.386
O (2.125, -0.194, 1.308)  -0.788
H (1.509, -1.517, 2.803)  0.146
C (-1.422, 0.390, -1.650)  -0.517
H (-3.635, 0.971, -2.238)  0.128
N (0.807, -0.374, -0.836)  -0.831
H (2.106, 0.048, 3.325)  0.172
H (0.723, -1.297, -1.236)  0.378

## Properties
LUMO	0.704	eV
energy above the lowest of the compared OMol25 structures with the same formula, charge and spin	21.22	kcal/mol
E	-17661.5011	eV
spin multiplicity	1
max |F|	0.0233	hartree/bohr

---

# 10
DFT (wB97M-V/def2-TZVPD) results for a structure of composition C6H10AlF4N2P at a distorted geometry.

Each line ends with the natural charge from an NBO analysis.
Positions of all 24 atoms, in Å:
H (-1.607, -3.289, 0.478)  0.000
F (1.344, 7.053, 0.662)  -0.786
C (1.681, 0.275, 0.127)  0.045
H (-0.083, -3.439, -2.797)  0.292
H (2.757, 0.574, 0.176)  0.236
Al (0.361, 5.694, 1.131)  2.179
H (-2.197, -0.671, 0.052)  0.236
C (-1.130, -0.333, 0.078)  -0.240
H (-1.527, 1.884, 0.508)  0.275
F (-0.484, 6.060, 2.610)  -0.788
P (-0.483, -3.025, -0.348)  1.425
F (-0.796, 5.344, -0.131)  -0.794
H (-1.352, -4.479, -2.077)  0.265
C (-0.011, -1.235, -0.092)  -0.148
H (-1.766, -2.783, -2.507)  0.284
H (0.419, -4.786, 0.683)  0.401
N (1.320, -1.013, -0.099)  -0.440
H (1.348, -3.433, 0.853)  0.427
C (0.670, 1.301, 0.355)  -0.203
F (1.383, 4.283, 1.373)  -0.800
N (0.841, -4.006, 0.159)  -1.073
C (-0.951, -3.421, -2.087)  -0.972
C (-0.777, 1.087, 0.328)  -0.134
H (1.038, 2.355, 0.566)  0.313

## Properties
LUMO	-1.290	eV
E	-36126.2748	eV
spin multiplicity	1
max |F|	0.0766	hartree/bohr

---

# 11
DFT (wB97M-V/def2-TZVPD) results for a cluster of 2 separate species, C36H31N3O4 in total at a distorted geometry.

Each line ends with the Löwdin charge.
Positions of all 74 atoms, in Å:
H (3.744, -1.302, -6.109)  0.095
H (6.230, -0.254, 1.275)  0.095
H (-1.591, 0.857, 0.036)  0.113
H (3.650, -1.113, 4.557)  0.146
C (-4.036, 0.587, 2.491)  -0.045
O (4.261, -0.148, 1.985)  -0.081
C (-0.119, -0.916, -5.976)  -0.033
C (-0.808, -2.564, -3.496)  -0.057
C (0.461, -1.665, -7.002)  -0.081
O (0.635, 1.440, -3.433)  0.017
C (-1.181, 0.809, 2.135)  -0.051
H (-4.634, -3.003, -3.998)  0.092
H (5.789, 2.110, 1.486)  0.114
H (0.168, 3.489, 5.644)  0.094
N (-2.446, 1.859, -2.132)  0.118
C (2.657, -1.205, -6.082)  -0.095
H (-0.652, -4.649, -3.993)  0.095
H (0.260, -2.454, -3.298)  0.113
C (2.596, 2.551, 3.685)  -0.216
H (5.049, -1.463, 0.674)  0.097
H (5.007, 0.218, 0.048)  0.108
C (-1.997, 0.827, 1.047)  0.048
H (0.801, 4.546, 4.351)  0.100
H (-1.356, -1.585, 2.788)  0.101
C (-5.721, 0.971, 0.303)  -0.064
C (0.103, 0.392, -3.793)  -0.368
C (4.137, 1.110, 2.471)  -0.214
O (1.447, 2.553, 4.397)  -0.078
H (-3.935, 1.420, -0.792)  0.054
H (-6.371, 1.134, -0.558)  0.109
C (-1.870, 0.932, -2.578)  -0.243
N (2.203, 0.138, 3.556)  0.086
C (-3.446, 0.836, 1.223)  -0.189
H (1.838, 4.134, 5.744)  0.102
C (3.354, 3.683, 3.326)  0.000
H (5.092, 4.367, 2.272)  0.117
H (-3.404, 0.487, 3.372)  0.087
C (-6.273, 0.643, 1.551)  -0.078
C (5.201, -0.412, 0.927)  -0.034
C (-2.703, -3.972, -4.047)  -0.129
N (0.484, -1.181, 3.752)  -0.021
H (-3.735, -0.810, -3.229)  0.102
H (-0.765, -2.822, 3.927)  0.103
C (1.053, 3.762, 5.072)  -0.037
C (0.281, 0.752, 2.123)  -0.295
C (-4.344, 1.091, 0.159)  -0.016
C (-3.066, -1.645, -3.442)  -0.044
H (-1.202, -0.801, -5.915)  0.124
H (2.306, -2.434, -7.824)  0.094
H (-0.178, -2.126, -7.754)  0.099
C (-1.662, -1.427, -3.358)  -0.224
C (1.556, -1.790, 4.396)  0.009
C (-1.140, -0.099, -3.163)  -0.180
C (-1.327, -3.802, -3.861)  -0.109
C (-5.419, 0.486, 2.649)  -0.090
C (4.911, 2.234, 2.123)  -0.001
C (1.851, -1.828, -7.040)  -0.104
H (-3.108, -4.949, -4.322)  0.087
C (0.883, 0.012, 3.242)  -0.073
H (1.469, -2.750, 4.871)  0.134
H (-5.826, 0.285, 3.642)  0.100
C (3.022, 1.283, 3.287)  -0.072
O (0.999, 1.259, 1.246)  0.148
C (-0.853, -1.747, 3.745)  0.014
H (-7.351, 0.521, 1.671)  0.103
H (2.674, 0.054, -4.307)  0.112
C (4.500, 3.495, 2.552)  -0.052
C (2.627, -0.988, 4.245)  0.033
C (0.684, -0.373, -4.965)  -0.165
H (3.048, 4.683, 3.639)  0.114
H (-1.470, -1.317, 4.545)  0.110
H (-1.558, 0.913, 3.153)  0.103
C (2.075, -0.448, -5.066)  -0.037
C (-3.562, -2.885, -3.849)  -0.112

## Properties
LUMO	-1.602	eV
energy above the lowest of the compared OMol25 structures with the same formula, charge and spin	0.48	kcal/mol
E	-50491.2208	eV
spin multiplicity	1
max |F|	0.0692	hartree/bohr

---

# 12
DFT (wB97M-V/def2-TZVPD) results for a cluster of 2 separate species, F3H3SSi2 in total at a distorted geometry.

Each line ends with the natural charge from an NBO analysis.
Positions of all 9 atoms, in Å:
Si (-0.085, 0.092, 1.326)  0.394
H (1.934, 2.484, -0.896)  0.116
H (0.289, -0.246, 2.722)  -0.105
F (-1.729, -0.037, -1.490)  -0.643
S (2.324, 1.199, -0.802)  -0.393
H (-0.611, 1.363, 1.686)  -0.143
F (-1.693, -2.266, -0.318)  -0.655
Si (-0.752, -0.990, -0.623)  2.064
F (0.323, -1.598, -1.606)  -0.635

## Properties
LUMO (spin up / spin down)	-2.105 / -2.457	eV
energy above the lowest of the compared OMol25 structures with the same formula, charge and spin	80.09	kcal/mol
E	-34793.9619	eV
spin multiplicity	1
max |F|	0.0431	hartree/bohr